Run i
Computed, not measured: a 2-piece molecular cluster, C4H12S overall, with wB97M-V/def2-TZVPD.

Computed properties:
HOMO level in eV: -9.1
E_LUMO in eV: 0.945
HOMO-LUMO gap in eV: 9.996
Structure (SMILES): CCS.CC

XYZ file:
```
17
C4H12S | the OMol25 dataset | wB97M-V/def2-TZVPD
C 1.0580 1.8018 2.1607
C -0.0899 2.3188 1.2793
S -1.4437 1.1455 1.0027
H 1.0224 2.2116 3.1716
H 2.0205 1.9889 1.6862
H 0.9685 0.7172 2.2572
H -0.5511 3.1966 1.7075
H 0.2974 2.6673 0.3220
H -0.8594 0.4920 0.0096
C 0.2113 -2.4425 -1.3011
C -0.8207 -1.6586 -2.0745
H 0.6486 -1.9315 -0.4481
H 1.0378 -2.7411 -1.9487
H -0.2119 -3.3846 -0.9303
H -1.7348 -1.4315 -1.5298
H -0.4335 -0.7006 -2.4249
H -1.1195 -2.2492 -2.9394
```

Run ii
Computed, not measured: a 2-piece molecular cluster, C4H12S overall, with wB97M-V/def2-TZVPD.

Computed properties:
HOMO level in eV: -8.4
E_LUMO in eV: 0.907
HOMO-LUMO gap in eV: 9.302
Structure (SMILES): CSC.CC

XYZ file:
```
17
C4H12S | the OMol25 dataset | wB97M-V/def2-TZVPD
C -1.6506 2.5173 -2.5302
S -1.0025 0.8565 -2.4280
C 0.6892 0.9225 -1.7481
H -1.3098 3.2792 -1.8257
H -2.7318 2.4571 -2.4283
H -1.4758 2.9535 -3.5018
H 1.3201 0.5910 -2.5521
H 0.9383 1.9380 -1.4416
H 0.7183 0.2934 -0.8649
C 1.7920 -2.8556 3.6240
C 0.9588 -2.3537 4.8001
H 1.2547 -2.7171 2.7253
H 1.7860 -3.9491 3.6953
H 2.8099 -2.4858 3.5866
H -0.0332 -2.8203 4.7809
H 1.4471 -2.6051 5.7228
H 0.6790 -1.2971 4.8120
```

Run iii
Computed, not measured: a 2-piece molecular cluster, C4H12S overall, with wB97M-V/def2-TZVPD.

Computed properties:
HOMO level in eV: -8.5
E_LUMO in eV: 0.973
HOMO-LUMO gap in eV: 9.442
Structure (SMILES): CSC.CC

XYZ file:
```
17
C4H12S | the OMol25 dataset | wB97M-V/def2-TZVPD
C -3.0829 0.5933 -0.3372
S -2.3485 1.8105 -1.4014
C -0.8443 2.2931 -0.6085
H -3.5449 0.9395 0.5511
H -3.8467 0.0860 -0.9393
H -2.3209 -0.1506 -0.1312
H -0.8402 2.7265 0.4442
H -0.6608 3.1519 -1.2130
H -0.0969 1.4442 -0.7117
C 1.5723 -1.3311 0.9603
C 2.8316 -1.7750 0.1203
H 0.8213 -0.9421 0.3324
H 1.2379 -2.2275 1.4388
H 1.7750 -0.6034 1.7876
H 3.8070 -1.5983 0.6410
H 2.6358 -1.5649 -0.9657
H 2.9052 -2.8519 0.0321
```

So which one wins? Going from most stable to least: run i, run ii, run iii.

Run i
Computed, not measured: a 2-piece molecular cluster, C4H12S overall, with wB97M-V/def2-TZVPD.

Computed properties:
HOMO level in eV: -8.9
E_LUMO in eV: 1.005
HOMO-LUMO gap in eV: 9.950
Structure (SMILES): CCS.CC

XYZ file:
```
17
C4H12S | the OMol25 dataset | wB97M-V/def2-TZVPD
C -0.9963 -0.5310 2.4649
C -1.7540 0.2974 1.4130
S -2.8368 -0.6017 0.2776
H -1.1864 -1.5913 2.3493
H -1.2151 -0.2394 3.4851
H 0.0313 -0.4829 2.2458
H -2.3530 1.0692 1.8813
H -1.0146 0.8508 0.8437
H -2.7656 -1.8009 0.8505
C 1.2075 0.5564 -1.4577
C 2.3042 0.1876 -2.4987
H 1.6605 1.0105 -0.5789
H 0.5232 1.2707 -1.9071
H 0.6921 -0.3372 -1.1123
H 2.4682 -0.8861 -2.5436
H 3.2429 0.6623 -2.2447
H 1.9919 0.5658 -3.4684
```

Run ii
Computed, not measured: a 2-piece molecular cluster, C4H12S overall, with wB97M-V/def2-TZVPD.

Computed properties:
HOMO level in eV: -9.0
E_LUMO in eV: 0.974
HOMO-LUMO gap in eV: 10.018
Structure (SMILES): CCS.CC

XYZ file:
```
17
C4H12S | the OMol25 dataset | wB97M-V/def2-TZVPD
C 2.0880 -1.2752 -0.2640
C 1.0638 -0.4312 -1.0456
S 0.8661 1.2130 -0.3159
H 1.6534 -1.7092 0.6388
H 2.9036 -0.6329 0.0576
H 2.4438 -2.1251 -0.8452
H 1.4280 -0.2951 -2.0606
H 0.1234 -0.9809 -1.0798
H 1.2904 0.9498 0.9258
C -2.6671 0.0011 0.1809
C -2.1008 -0.4009 1.5428
H -3.4440 0.7605 0.2189
H -3.1196 -0.8756 -0.2891
H -1.9401 0.3238 -0.5495
H -2.8371 -0.9767 2.0534
H -1.1609 -0.9428 1.5239
H -1.9835 0.5270 2.1080
```

So which one wins? Going from most stable to least: run ii, run i.

Run i
Computed, not measured: an isolated ion of composition C5H11N and charge +1, with wB97M-V/def2-TZVPD.

Computed properties:
HOMO level (alpha / beta) in eV: -13.9 / -17.1
E_LUMO (alpha / beta) in eV: -3.289 / -6.606
HOMO-LUMO gap (alpha / beta) in eV: 10.603 / 10.465
2S+1: 2
Expectation value of S²: 0.756
Charge: +1

XYZ file:
```
17
C5H11N | the OMol25 dataset | wB97M-V/def2-TZVPD
C 0.1000 1.2959 -1.4501
N 1.8618 -0.5650 -0.1493
C 0.6301 -0.4181 0.3334
C -0.2825 0.5053 -0.2412
C -1.6778 0.5874 0.2326
C 0.2179 -1.3539 1.4225
H -0.7752 1.5407 -2.0397
H 0.6682 2.1888 -1.1763
H 0.7555 0.7120 -2.1072
H 2.0246 -0.2871 -1.1140
H 2.2662 -1.4724 0.0584
H -1.7848 1.4524 0.9090
H -2.3360 0.8531 -0.5900
H -2.0122 -0.3141 0.7310
H -0.3140 -2.2344 1.0424
H -0.4020 -0.7915 2.1221
H 1.0601 -1.6993 2.0166
```

Run ii
Computed, not measured: C5H11N as an isolated structure, with wB97M-V/def2-TZVPD.

Computed properties:
HOMO level (alpha / beta) in eV: -14.8 / -14.2
E_LUMO (alpha / beta) in eV: -6.255 / -7.159
HOMO-LUMO gap (alpha / beta) in eV: 8.585 / 7.046
2S+1: 2
Expectation value of S²: 1.128
Charge: +1

XYZ file:
```
17
C5H11N | the OMol25 dataset | wB97M-V/def2-TZVPD
C -1.9374 0.1058 0.1376
N -0.0644 -1.5801 0.4487
C 0.5128 -0.7134 -0.6839
C -0.7016 0.6951 -0.3482
C 0.1737 1.5015 0.6093
C 1.8381 -0.3187 -0.5212
H -2.4552 0.6498 0.9197
H -2.4985 -0.4167 -0.6419
H -1.1948 -0.9752 0.3584
H 0.1612 -1.2739 -1.5486
H 0.7042 -2.1116 0.8641
H -0.4471 2.0971 1.2741
H -0.7251 1.1166 -1.3523
H 0.7136 0.7938 1.2416
H 2.5289 -0.7983 -1.2143
H 2.3087 -0.4322 0.4537
H 1.0829 1.6603 0.0033
```

Run iii
Computed, not measured: C5H11N as an isolated structure, with wB97M-V/def2-TZVPD.

Computed properties:
HOMO level (alpha / beta) in eV: -15.6 / -15.5
E_LUMO (alpha / beta) in eV: -5.882 / -6.075
HOMO-LUMO gap (alpha / beta) in eV: 9.676 / 9.376
2S+1: 2
Expectation value of S²: 0.757
Charge: +1

XYZ file:
```
17
C5H11N | the OMol25 dataset | wB97M-V/def2-TZVPD
C -1.6019 0.1407 -1.0144
C -1.2102 -0.6395 0.2816
C 0.2501 -0.2679 0.6249
C 1.3178 -0.6975 -0.4333
N 1.4335 0.6326 -1.4944
C 0.7076 0.6466 1.7043
H -2.4864 -0.2456 -1.5296
H -0.7326 0.3336 -1.6869
H -1.9239 1.1347 -0.6240
H -1.1867 -1.7255 0.1070
H -1.9310 -0.4716 1.0987
H 0.8822 -1.4859 -1.0986
H 2.3108 -1.0084 -0.0917
H 2.0322 1.3038 -0.9660
H 0.0352 0.7768 2.5121
H 1.7267 0.4885 2.0106
H 0.3765 1.0845 0.5996
```

Run iv
Computed, not measured: an isolated ion of composition C5H11N and charge +1, with wB97M-V/def2-TZVPD.

Computed properties:
HOMO level (alpha / beta) in eV: -13.9 / -13.8
E_LUMO (alpha / beta) in eV: -3.035 / -8.165
HOMO-LUMO gap (alpha / beta) in eV: 10.826 / 5.676
2S+1: 2
Expectation value of S²: 0.754
Charge: +1

XYZ file:
```
17
C5H11N | the OMol25 dataset | wB97M-V/def2-TZVPD
C 2.1006 0.5174 1.3781
N 0.8423 0.6654 0.6874
C 0.6916 0.0141 -0.6083
C -0.6459 0.3617 -1.2600
C -1.8244 0.0038 -0.4116
C -2.2415 -1.2501 -0.1953
H 2.2484 -0.5413 1.6240
H 2.9212 0.9336 0.7977
H 2.1097 1.0165 2.3436
H 0.0496 0.3927 1.2941
H 1.5253 0.3590 -1.2275
H 0.8289 -1.0642 -0.4747
H -0.6032 1.4215 -1.5255
H -0.7213 -0.1001 -2.2497
H -2.4441 0.8011 -0.0122
H -1.8709 -2.1030 -0.7477
H -2.9663 -1.4282 0.5876
```

So which one wins? Going from most stable to least: run i, run iv, run iii, run ii.

Run i
Computed, not measured: a single C22H23N3O3 molecule, with wB97M-V/def2-TZVPD.

Computed properties:
HOMO level in eV: -7.6
E_LUMO in eV: 0.489
HOMO-LUMO gap in eV: 8.118
Structure (SMILES): Cc1ccccc1C(=O)O/N=C/c1c(N2CCOCC2)n(C)c2ccccc12

XYZ file:
```
51
C22H23N3O3 | the OMol25 dataset | wB97M-V/def2-TZVPD
C 1.0050 -4.5667 1.1295
C 1.2047 -3.7551 -0.1126
C 2.4797 -3.4689 -0.5811
C 2.6720 -2.7095 -1.7219
C 1.5828 -2.2247 -2.4244
C 0.3044 -2.4878 -1.9691
C 0.1112 -3.2393 -0.8155
C -1.2867 -3.5228 -0.3627
O -1.7308 -4.6303 -0.2067
O -2.1094 -2.4742 -0.1696
N -1.6582 -1.1527 -0.2731
C -0.6597 -0.8328 0.4588
C -0.0521 0.4459 0.5015
C -0.4642 1.7038 0.0378
N -1.5547 2.1054 -0.6740
C -2.1676 1.3070 -1.7157
C -3.5911 0.8731 -1.3475
O -4.3796 1.9676 -0.9277
C -3.7877 2.6023 0.1754
C -2.4137 3.1750 -0.2013
N 0.4642 2.6452 0.4160
C 0.5253 4.0119 -0.0240
C 1.4751 2.0349 1.1247
C 2.6093 2.5797 1.7055
C 3.4776 1.7162 2.3459
C 3.2206 0.3484 2.4049
C 2.0887 -0.1942 1.8318
C 1.1940 0.6565 1.1909
H 1.9550 -4.9402 1.5034
H 0.3447 -5.4068 0.9244
H 0.5343 -3.9696 1.9120
H 3.3355 -3.8488 -0.0417
H 3.6745 -2.4989 -2.0638
H 1.7262 -1.6402 -3.3206
H -0.5544 -2.1131 -2.5084
H -0.1932 -1.5697 1.1169
H -1.5588 0.4249 -1.8959
H -2.2056 1.9270 -2.6216
H -4.0941 0.4511 -2.2178
H -3.5361 0.1166 -0.5542
H -4.4653 3.4040 0.4756
H -3.6697 1.8896 1.0065
H -1.9751 3.6585 0.6698
H -2.5552 3.9113 -1.0030
H -0.0630 4.1314 -0.9315
H 0.1583 4.7041 0.7393
H 1.5633 4.2635 -0.2455
H 2.8142 3.6387 1.6642
H 4.3719 2.1076 2.8069
H 3.9235 -0.2971 2.9102
H 1.9101 -1.2576 1.8789
```

Run ii
Computed, not measured: a single C22H23N3O3 molecule, with wB97M-V/def2-TZVPD.

Computed properties:
HOMO level in eV: -8.0
E_LUMO in eV: -0.901
HOMO-LUMO gap in eV: 7.071
Structure (SMILES): C[C@](C#N)(c1ccc([N+](=O)[O-])cc1)[C@H](/C=C/N1CCOCC1)c1ccccc1

XYZ file:
```
51
C22H23N3O3 | the OMol25 dataset | wB97M-V/def2-TZVPD
C -0.9337 -3.2311 3.9418
C -2.0078 -2.2326 3.4611
C -2.2849 -1.3150 4.5861
N -2.4368 -0.7111 5.5701
C -3.3281 -3.0265 3.1789
C -3.3149 -4.2870 2.5476
C -4.4869 -4.9702 2.2528
C -5.7209 -4.3845 2.5749
N -6.9252 -4.9999 2.1471
O -8.0206 -4.4660 2.4383
O -6.8473 -6.0470 1.4636
C -5.7650 -3.1805 3.3018
C -4.5712 -2.5132 3.5902
C -1.5843 -1.3833 2.2804
C -0.3090 -0.6177 2.5434
C 0.9604 -1.1140 2.3783
N 2.0826 -0.3649 2.4623
C 3.3797 -1.0405 2.4588
C 4.4387 -0.2665 1.6808
O 4.2889 1.1459 1.7528
C 3.4846 1.5613 2.8713
C 2.0457 1.0718 2.7024
C -2.7537 -0.4296 1.9509
C -3.5819 -0.7514 0.8802
C -4.6486 0.0887 0.5366
C -4.8808 1.2340 1.3100
C -4.0338 1.5711 2.3569
C -2.9555 0.7376 2.6852
H -0.9247 -4.1081 3.2962
H 0.0566 -2.7711 3.9226
H -1.1454 -3.5551 4.9731
H -2.3793 -4.7401 2.2422
H -4.4663 -5.9562 1.7979
H -6.7242 -2.7973 3.6561
H -4.6290 -1.5507 4.1061
H -1.4644 -2.0264 1.4061
H -0.4331 0.4414 2.7646
H 1.1586 -2.1686 2.1596
H 3.2212 -2.0209 2.0006
H 3.7292 -1.1589 3.5018
H 5.4300 -0.5309 2.0870
H 4.4019 -0.5418 0.6150
H 3.5449 2.6572 2.8210
H 3.8899 1.1873 3.8355
H 1.5922 1.6049 1.8450
H 1.4553 1.3204 3.5982
H -3.3894 -1.6675 0.3207
H -5.2698 -0.1789 -0.3109
H -5.7211 1.8790 1.0484
H -4.2077 2.4715 2.9506
H -2.2887 1.0169 3.5003
```

So which one wins? Going from most stable to least: run i, run ii.

Run i
Computed, not measured: a 2-piece molecular cluster, H4NP3 overall, with wB97M-V/def2-TZVPD.

Computed properties:
HOMO level (alpha / beta) in eV: -8.3 / -8.6
E_LUMO (alpha / beta) in eV: -1.359 / -1.270
HOMO-LUMO gap (alpha / beta) in eV: 6.920 / 7.307

XYZ file:
```
8
H4NP3 | the OMol25 dataset | wB97M-V/def2-TZVPD
N -1.5943 -1.0244 0.2009
P -1.8696 0.4770 0.2628
P 1.3589 0.8750 -0.0072
P 0.8895 -1.2410 -0.1944
H -3.3783 0.6910 0.3821
H 2.6759 0.6007 -0.3846
H 1.8245 0.5678 1.2048
H 0.0933 -0.9460 -1.4643
```

Run ii
Computed, not measured: a single H4NP3 molecule, with wB97M-V/def2-TZVPD.

Computed properties:
HOMO level in eV: -8.0
E_LUMO in eV: -0.983
HOMO-LUMO gap in eV: 7.023
Structure (SMILES): [H]/P=N/[PH]#[PH2]

XYZ file:
```
8
H4NP3 | the OMol25 dataset | wB97M-V/def2-TZVPD
H 2.6645 1.2790 -2.2824
P 1.9491 1.8502 -1.2310
N 1.2939 0.4717 -0.7101
P 0.5341 0.3142 0.7818
P -1.3831 -0.5913 0.3194
H -0.0821 1.5851 1.3625
H -1.8704 -0.7555 1.6032
H -1.2917 -2.0569 0.0633
```

So which one wins? Going from most stable to least: run ii, run i.

Run i
Computed, not measured: a 2-piece molecular cluster, C3H12N2O2 overall, with wB97M-V/def2-TZVPD.

Computed properties:
HOMO level in eV: -9.5
E_LUMO in eV: 0.995
HOMO-LUMO gap in eV: 10.473
Structure (SMILES): CN(C)ON.CO

XYZ file:
```
19
C3H12N2O2 | the OMol25 dataset | wB97M-V/def2-TZVPD
C -0.9996 0.0924 -1.1379
N -1.2976 0.2664 0.2365
C -1.3894 1.6488 0.6465
O -0.1128 -0.3519 1.1449
N -0.5707 -1.3928 1.9449
H -1.9250 -0.0316 -1.6995
H -0.2996 -0.8223 -1.2305
H -0.3686 0.8687 -1.5845
H -1.5004 1.6964 1.7279
H -0.5116 2.2375 0.3525
H -2.2768 2.0730 0.1755
H -1.0066 -2.0994 1.3527
H -1.2704 -1.0286 2.5895
C 2.5359 -0.3804 -0.9449
O 1.4756 -1.2838 -0.7209
H 2.8853 -0.5152 -1.9706
H 3.3641 -0.5619 -0.2500
H 2.2111 0.6569 -0.8139
H 1.0571 -1.0723 0.1818
```

Run ii
Computed, not measured: a 2-piece molecular cluster, C3H12N2O2 overall, with wB97M-V/def2-TZVPD.

Computed properties:
HOMO level in eV: -9.1
E_LUMO in eV: 0.786
HOMO-LUMO gap in eV: 9.907
Structure (SMILES): NC[C@@H](N)CO.O

XYZ file:
```
19
C3H12N2O2 | the OMol25 dataset | wB97M-V/def2-TZVPD
N -1.7879 1.6322 1.1418
C -1.1806 0.2939 1.2653
C -0.1094 -0.0384 0.1861
N 0.6789 -1.2081 0.6647
C -0.8067 -0.4337 -1.1176
O 0.0693 -0.6285 -2.2039
H -1.0435 2.2541 0.8521
H -2.6062 1.6300 0.5667
H -1.9156 -0.4890 1.0420
H -0.8462 0.1831 2.2972
H 0.6202 0.7552 -0.0027
H 0.0595 -1.8168 1.1909
H 1.3080 -0.8475 1.3843
H -1.4829 -1.2581 -0.8532
H -1.5412 0.3514 -1.3350
H 0.2081 -1.5797 -2.2231
O 3.8011 0.2569 -0.8014
H 3.1378 0.7817 -0.3790
H 3.4372 0.1611 -1.6752
```

So which one wins? Going from most stable to least: run ii, run i.